Below is a molecular structure, C6H4ClNO6Sm, with properties calculated with wB97M-V/def2-TZVPD.

```
! RIJCOSX wB97M-V def2-TZVPD def2/J DEFGRID3
* xyz 1 6
Sm 0.082 -0.336 -0.209
O -3.410 0.962 1.784
C -2.537 0.289 1.340
O -1.490 0.794 0.621
C -2.488 -1.208 1.469
C -3.588 -1.888 1.954
C -3.530 -3.273 2.006
C -2.386 -3.926 1.570
C -1.343 -3.164 1.083
N -1.378 -1.827 1.033
H -4.452 -1.322 2.269
H -4.373 -3.844 2.373
H -2.301 -5.002 1.589
H -0.443 -3.645 0.721
O 1.066 -1.402 -3.951
Cl 0.706 -1.043 -2.647
O 0.039 -2.106 -1.844
O 1.852 -0.616 -1.773
O -0.252 0.103 -2.543
*
```

Molecular weight = 371.9 g/mol
Energy = -1854.9522 a.u.
Kohn-Sham gap (alpha / beta) = 0.2992 / 0.3482 hartree
Energy above the lowest of the compared OMol25 structures with the same formula, charge and spin = 0.000 eV
E_HOMO (alpha / beta) = -14.177 / -14.181 eV

Atom charges from the Löwdin analysis, given in e for atoms 1 to 6:
1. Sm 1.984
2. O 0.176
3. C -0.515
4. O -0.259
5. C -0.186
6. C 0.047